The following is a DFT calculation (wB97M-V/def2-TZVPD) of the molecule C22H28N4O2S at a distorted geometry.

XYZ file:
```
57
Properties=species:S:1:pos:R:3:forces:R:3:nbo_charge:R:1
C -3.743 -0.932 1.851 -0.267 0.023 0.016 -0.61
C -4.821 -1.366 0.868 0.219 -0.133 -0.014 -0.39
C -4.257 -1.755 -0.498 -0.255 0.301 -0.013 -0.41
C -3.741 -0.571 -1.323 -0.071 -0.292 -0.006 -0.21
N -2.391 -0.163 -0.984 0.070 0.020 -0.251 -0.47
C -1.383 -1.153 -1.332 0.030 0.035 0.078 -0.27
C -0.716 -1.723 -0.104 0.066 -0.162 -0.048 0.08
C -0.381 -3.068 -0.033 -0.019 0.059 -0.017 -0.25
C 0.238 -3.583 1.093 -0.011 -0.116 0.088 -0.21
C 0.526 -2.758 2.166 -0.005 -0.097 0.098 -0.23
C 0.199 -1.414 2.103 -0.068 0.048 0.075 -0.22
C -0.409 -0.901 0.973 -0.017 -0.061 -0.003 -0.23
H -0.661 0.147 0.925 -0.103 0.189 0.028 0.22
H 0.418 -0.762 2.936 0.013 0.069 0.076 0.22
H 0.999 -3.162 3.049 0.033 -0.043 0.092 0.21
H 0.490 -4.633 1.134 0.016 -0.094 0.013 0.21
H -0.610 -3.720 -0.865 -0.052 -0.061 -0.094 0.21
H -1.825 -1.969 -1.917 0.050 0.024 -0.003 0.19
H -0.606 -0.702 -1.965 -0.144 -0.024 -0.004 0.21
C -2.085 1.193 -1.403 -0.080 0.223 0.289 -0.23
H -1.007 1.267 -1.553 -0.043 -0.023 -0.034 0.21
C -2.496 2.215 -0.337 0.221 0.102 -0.269 -0.41
H -2.214 1.836 0.646 -0.023 -0.015 0.027 0.22
C -1.809 3.568 -0.541 -0.279 -0.055 0.264 -0.22
N -0.367 3.468 -0.458 -0.274 -0.010 -0.530 -0.63
C 0.276 3.434 0.720 0.744 0.031 -0.329 0.66
O -0.238 3.621 1.800 -0.229 -0.008 0.460 -0.62
C 1.796 3.190 0.569 -0.293 0.465 0.068 -0.31
N 2.123 1.781 0.452 -0.162 -0.246 -0.565 -0.21
N 2.659 1.243 1.539 0.360 -0.165 0.990 -0.19
C 3.023 0.006 1.548 -0.013 0.083 -0.141 0.02
C 2.881 -0.825 0.406 -0.328 0.479 -0.848 -0.07
C 2.321 -0.241 -0.725 0.303 -0.519 0.121 -0.29
C 1.896 1.128 -0.751 0.166 -0.035 0.250 0.61
O 1.390 1.713 -1.703 0.018 -0.003 -0.395 -0.67
S 2.212 -1.352 -2.039 0.194 0.212 0.359 0.49
C 2.914 -2.587 -1.066 -0.068 0.307 -0.131 -0.36
C 3.219 -2.184 0.192 0.062 -0.103 -0.090 -0.24
H 3.660 -2.815 0.941 0.065 -0.172 0.117 0.23
H 3.060 -3.559 -1.494 0.041 -0.230 -0.044 0.24
H 3.449 -0.358 2.469 0.046 -0.015 0.142 0.21
H 2.162 3.711 -0.319 0.025 -0.068 0.094 0.22
H 2.291 3.554 1.470 -0.104 -0.064 -0.182 0.25
H 0.132 3.120 -1.271 0.067 0.082 0.263 0.43
H -2.134 4.257 0.243 -0.024 0.007 -0.183 0.23
H -2.062 3.985 -1.518 -0.008 0.063 0.059 0.20
H -3.577 2.361 -0.339 -0.091 -0.007 0.064 0.20
H -2.568 1.444 -2.363 0.076 -0.007 -0.033 0.17
H -4.399 0.284 -1.153 -0.057 0.018 -0.056 0.20
H -3.808 -0.831 -2.397 0.000 0.113 0.056 0.16
H -3.457 -2.482 -0.356 0.039 -0.151 -0.073 0.20
H -5.051 -2.239 -1.073 0.066 -0.071 -0.037 0.20
H -5.547 -0.560 0.741 -0.106 -0.018 -0.021 0.19
H -5.356 -2.227 1.280 -0.082 0.049 -0.001 0.20
H -3.042 -1.745 2.031 0.137 -0.059 0.033 0.20
H -4.188 -0.643 2.801 0.013 0.029 0.139 0.20
H -3.190 -0.091 1.449 0.135 0.094 0.056 0.21
```
Positions in Å, forces in eV/Å.

Values from the calculation:
* M: 412.56 g mol⁻¹
* orbital gap: 8.28 eV
* SMILES: CCCCN(CCCNC(=O)Cn1ncc2ccsc2c1=O)Cc1ccccc1

***

The following is a DFT calculation (wB97M-V/def2-TZVPD) of the molecule C22H28N4O3S at a distorted geometry.

XYZ file:
```
58
Properties=species:S:1:pos:R:3:forces:R:3:nbo_charge:R:1
C 1.727 1.190 2.107 -0.026 0.069 0.080 -0.64
C 1.319 0.835 0.713 -0.115 -0.039 -0.030 0.05
C 2.240 0.862 -0.329 -0.117 -0.030 -0.038 -0.20
C 1.869 0.536 -1.622 0.134 -0.002 -0.062 -0.18
C 0.561 0.172 -1.876 -0.207 -0.134 -0.702 -0.37
C -0.371 0.123 -0.861 -0.067 0.000 0.246 -0.12
C 0.004 0.443 0.438 0.145 0.236 -0.324 -0.15
C -1.046 0.457 1.508 -0.011 0.016 -0.149 0.68
O -1.396 1.492 2.049 0.077 0.260 0.112 -0.63
N -1.622 -0.734 1.777 -0.170 -0.106 0.131 -0.43
C -1.111 -2.017 1.336 0.154 -0.391 -0.134 -0.24
H -0.087 -1.894 0.980 -0.138 -0.083 0.042 0.24
H -1.725 -2.414 0.520 0.068 -0.038 0.012 0.20
C -1.121 -2.983 2.537 0.068 -0.078 -0.178 -0.22
N -0.869 -2.255 3.760 -0.136 -0.116 -0.060 -0.42
C 0.435 -1.957 4.066 0.354 -0.068 0.160 0.39
N 1.360 -2.423 3.223 -0.380 -0.038 -0.138 -0.51
C 2.637 -2.219 3.496 0.338 0.121 0.171 0.06
C 3.085 -1.533 4.609 0.046 -0.008 -0.007 -0.32
C 2.127 -1.057 5.499 -0.053 -0.047 -0.164 -0.15
C 0.791 -1.271 5.240 0.026 0.105 0.005 -0.30
H 0.042 -0.938 5.940 -0.068 0.008 0.049 0.22
H 2.426 -0.531 6.394 -0.001 0.031 0.066 0.22
H 4.137 -1.381 4.783 0.104 -0.010 -0.009 0.22
H 3.328 -2.625 2.768 0.148 0.003 0.011 0.19
C -1.956 -1.362 4.109 -0.205 0.066 0.104 -0.22
H -2.698 -1.896 4.714 0.002 0.148 0.004 0.20
C -2.616 -0.820 2.823 -0.137 0.202 0.155 -0.24
H -3.014 0.181 2.993 -0.036 -0.180 -0.005 0.25
H -3.422 -1.476 2.484 0.019 0.037 0.029 0.20
H -1.568 -0.526 4.689 -0.039 -0.048 -0.028 0.21
H -2.090 -3.477 2.638 0.039 -0.005 -0.026 0.19
H -0.343 -3.735 2.412 -0.205 -0.002 -0.079 0.25
H -1.381 -0.175 -1.094 -0.168 -0.068 0.056 0.23
S 0.024 -0.148 -3.555 -0.022 0.009 -0.055 2.34
O 1.156 -0.540 -4.340 0.169 0.266 0.180 -0.94
O -1.123 -1.008 -3.511 -0.096 0.230 0.248 -0.94
N -0.484 1.331 -4.118 0.241 -0.968 0.111 -0.67
C 0.554 2.317 -4.303 0.590 0.294 -0.327 -0.24
C 0.044 3.424 -5.223 -0.029 0.006 0.305 -0.40
C -1.223 4.041 -4.635 -0.067 -0.107 -0.257 -0.40
C -2.266 2.948 -4.412 0.201 0.053 0.224 -0.40
C -1.686 1.857 -3.516 -0.723 0.016 0.138 -0.24
H -2.379 1.021 -3.415 -0.086 0.165 0.088 0.24
H -1.474 2.271 -2.516 -0.026 -0.018 -0.039 0.18
H -2.542 2.507 -5.370 -0.084 -0.035 -0.034 0.21
H -3.162 3.361 -3.947 -0.036 -0.048 -0.011 0.21
H -1.616 4.804 -5.309 0.008 0.064 0.060 0.21
H -0.987 4.520 -3.682 -0.003 0.077 0.035 0.20
H -0.180 2.994 -6.199 0.053 -0.007 -0.083 0.21
H 0.820 4.181 -5.345 0.036 -0.032 -0.036 0.21
H 1.406 1.799 -4.744 0.056 0.198 0.037 0.24
H 0.858 2.750 -3.335 0.001 -0.015 -0.052 0.18
H 2.577 0.544 -2.435 0.148 0.019 -0.054 0.24
H 3.261 1.148 -0.122 0.097 0.025 0.026 0.22
H 1.794 0.289 2.716 0.028 -0.053 0.113 0.23
H 2.697 1.681 2.115 0.077 0.010 0.024 0.21
H 0.987 1.845 2.560 0.025 0.040 0.058 0.25
```
Positions in Å, forces in eV/Å.

Values from the calculation:
* M: 428.56 g mol⁻¹
* orbital gap: 8.90 eV
* SMILES: Cc1ccc(S(=O)(=O)N2CCCCC2)cc1C(=O)N1CCN(c2ccccn2)CC1

***

Asked for relative energy (zero: lowest compared OMol25 entry of this formula, charge and spin) across the records above, the calculation gives 129.75 191.01 kJ/mol in order.